No. 1
The following is a DFT calculation (ωB97M-V/def2-TZVPD) of a structure of composition C3H2Li2O3 at a distorted geometry.

The geometry in ORCA input format:
```
! wB97M-V def2-TZVPD RIJCOSX def2/J DEFGRID3
* xyz 1 2
H 1.4205 -0.7770 0.2312
C 1.7196 0.9533 1.2097
H 1.2719 0.9810 -0.7604
C 1.2024 0.2881 0.0906
O -1.5262 -0.0826 -0.3043
Li -2.7936 -1.5012 -1.0444
O 1.3544 1.4524 2.1999
O -0.8674 -1.6576 -1.7123
Li -1.1059 0.9687 1.1623
C -0.6757 -0.6251 -1.0724
*
```

orbital gap (spin up / spin down)	8.114 / 8.435	eV
E_LUMO (spin up / spin down)	-4.1 / -4.9	eV
DFT total energy	-356.0440	Ha
relative energy (zero: lowest compared OMol25 entry of this formula, charge and spin)	248.24	kJ/mol

These are the Mulliken partial charges, in e, on atoms 1 to 5: 0.39 0.59 0.45 -1.12 -0.90

No. 2
The following is a DFT calculation (ωB97M-V/def2-TZVPD) of the molecule CH4NO2P at a distorted geometry.

The geometry in ORCA input format:
```
! wB97M-V def2-TZVPD RIJCOSX def2/J DEFGRID3
* xyz 0 1
O 1.1308 0.4292 -0.4686
H 0.8503 -1.0477 -1.9864
C 0.2457 -0.4169 -1.1762
H -0.2785 1.5229 1.9118
H -1.3678 0.3902 0.9533
H -0.5422 0.1032 -1.6464
N -0.5446 0.6338 1.5213
P 0.7499 -0.3489 0.9807
O -0.2435 -1.2659 -0.0894
*
```

orbital gap	10.525	eV
E_LUMO	0.9	eV
DFT total energy	-587.0938	Ha
relative energy (zero: lowest compared OMol25 entry of this formula, charge and spin)	81.70	kJ/mol

These are the Mulliken partial charges, in e, on atoms 1 to 5: -0.34 0.18 -0.01 0.25 0.27

No. 3
The following is a DFT calculation (ωB97M-V/def2-TZVPD) of the molecule C5H6INO at a distorted geometry.

The geometry in ORCA input format:
```
! wB97M-V def2-TZVPD RIJCOSX def2/J DEFGRID3
* xyz 0 1
N -2.1322 -0.7529 -0.3077
H 1.4790 2.0466 1.2018
I -2.6049 -2.0472 1.4344
H -2.5844 0.0352 0.0713
O 1.3035 -1.0237 -1.4197
H 2.6111 0.3305 -0.6565
C 0.5868 1.5268 1.2203
H -0.2308 2.3878 1.0935
C 1.6198 0.0545 -0.6198
C -0.8529 -0.6388 -0.6619
C 0.7106 0.7085 0.0388
H 0.2746 0.9484 2.0679
C 0.0171 -1.4052 -1.3781
H -0.1972 -2.1704 -2.0842
*
```

orbital gap (spin up / spin down)	6.927 / 6.926	eV
E_LUMO (spin up / spin down)	-1.1 / -1.1	eV
DFT total energy	-621.6292	Ha
relative energy (zero: lowest compared OMol25 entry of this formula, charge and spin)	461.13	kJ/mol

These are the Mulliken partial charges, in e, on atoms 1 to 5: -0.84 0.41 0.04 0.43 -0.31